Record 1
{"formula": "C6H21N3O3PS2", "method": "the ωB97M-V functional and the def2-TZVPD basis", "elements": ["C", "P", "O", "N", "C", "N", "N", "H", "H", "H", "H", "H", "H", "H", "H", "H", "C", "S", "O", "C", "H", "H", "H", "H", "H", "H", "C", "S", "O", "C", "H", "H", "H", "H", "H", "H"], "xyz": [[-3.06121, -0.40833, -1.25065], [-1.38608, 0.00235, -1.80553], [-0.40407, -1.07384, -1.14540], [-1.13795, 1.52085, -0.84637], [-0.88014, 1.64778, 0.44246], [-0.18701, 0.69891, 1.16423], [-1.33292, 2.72022, 1.14624], [-3.09226, -0.83666, -0.25239], [-3.51702, -1.05564, -1.98391], [-3.59492, 0.53600, -1.21814], [0.39099, -1.07595, -1.71623], [-1.25779, 2.36877, -1.37615], [0.64618, 0.39833, 0.68143], [-0.75578, -0.09912, 1.46630], [-0.68392, 2.93786, 1.89379], [-1.45023, 3.55621, 0.58207], [2.59225, 1.96048, -3.82228], [2.09675, 0.31811, -4.34644], [1.64433, -0.40648, -3.12038], [3.74343, -0.28354, -4.70853], [1.69764, 2.49325, -3.50696], [3.29371, 1.88530, -2.99141], [3.04822, 2.48329, -4.66176], [4.36525, -0.20992, -3.81700], [4.16581, 0.30444, -5.52231], [3.65657, -1.32313, -5.01490], [0.37636, -1.36263, 4.46507], [-0.82059, -2.45608, 3.69601], [-1.50280, -1.66924, 2.62182], [-1.95676, -2.51615, 5.07940], [1.16009, -1.16026, 3.73818], [-0.11043, -0.43151, 4.75487], [0.80767, -1.85620, 5.33479], [-2.28856, -1.50787, 5.32506], [-1.45690, -2.97500, 5.93148], [-2.80790, -3.12462, 4.78353]], "atomic_forces_ev_per_a": [[0.659, 0.193, 0.943], [-0.189, 0.521, -2.118], [0.139, 0.041, 0.335], [0.726, -0.278, 0.896], [-0.617, 0.257, 0.166], [-0.324, 0.199, 0.217], [1.621, 0.190, -0.760], [-0.096, -0.257, 0.121], [-0.086, -0.254, -0.136], [-0.235, 0.133, -0.161], [0.146, -0.173, -0.097], [-0.449, 0.137, -0.140], [-0.224, -0.420, -0.354], [0.109, -0.141, 0.511], [-0.335, -0.215, 0.442], [-0.753, -0.078, 0.040], [0.031, 0.042, 0.104], [-0.036, 0.020, -0.219], [-0.089, -0.060, 0.476], [0.075, -0.044, 0.034], [-0.035, -0.018, -0.034], [0.004, -0.046, -0.009], [-0.013, -0.003, -0.026], [-0.034, 0.012, 0.025], [-0.020, 0.001, -0.026], [-0.040, -0.009, -0.011], [0.011, 0.098, 0.007], [0.062, -0.163, 0.083], [0.046, 0.390, -0.235], [-0.071, 0.042, 0.039], [0.005, -0.036, -0.022], [-0.039, -0.017, -0.009], [0.005, -0.028, -0.005], [0.020, 0.017, -0.034], [0.013, -0.028, -0.009], [0.010, -0.022, -0.035]], "nbo_charge": [-1.00, 1.26, -0.98, -0.84, 0.72, -0.88, -0.72, 0.25, 0.26, 0.24, 0.55, 0.42, 0.41, 0.46, 0.42, 0.40, -0.83, 1.27, -1.05, -0.83, 0.23, 0.23, 0.24, 0.24, 0.24, 0.25, -0.83, 1.27, -1.03, -0.83, 0.24, 0.23, 0.24, 0.23, 0.24, 0.25], "relative_energy_kj_mol": 0.00, "energy_ev": -48128.755, "largest_force_ev_per_a": 2.19, "homo_lumo_gap_ev": 8.64, "charge": 1}

Record 2
{"formula": "C6H21NO5", "method": "the ωB97M-V functional and the def2-TZVPD basis", "elements": ["N", "C", "C", "C", "C", "C", "C", "O", "H", "H", "H", "H", "H", "H", "H", "H", "H", "H", "H", "H", "H", "O", "H", "H", "O", "H", "H", "O", "H", "H", "O", "H", "H"], "xyz": [[-2.01672, 1.94541, 2.00761], [-0.97073, 1.49303, 1.10292], [-1.42607, 0.82966, -0.19297], [-0.52677, 0.90790, -1.43337], [0.97376, 1.14136, -1.20061], [1.68197, -0.13381, -0.76993], [1.87378, -1.09115, -1.91493], [2.30344, -2.21034, -1.77872], [-2.65424, 2.54307, 1.49839], [-2.55018, 1.18958, 2.41646], [-0.26534, 2.30092, 0.94476], [-0.34444, 0.83457, 1.68351], [-1.61568, -0.21916, 0.03939], [-2.42956, 1.18738, -0.44215], [-0.84905, 1.72736, -2.07668], [-0.67232, 0.00967, -2.02731], [1.40796, 1.58714, -2.09586], [1.11786, 1.89571, -0.42415], [1.17143, -0.62568, 0.06335], [2.68732, 0.03536, -0.37259], [1.62739, -0.70356, -2.92262], [0.98469, -4.23632, -0.33912], [1.66603, -3.66224, -0.73367], [0.87647, -3.89776, 0.56073], [0.78822, 4.54293, 1.85028], [0.86917, 4.23607, 0.94147], [0.22828, 3.94617, 2.35234], [0.43679, -2.14051, 1.54238], [-0.48893, -2.04060, 1.26568], [0.52736, -1.50440, 2.26145], [-1.52614, -3.13961, -0.27524], [-0.68169, -3.52883, -0.58430], [-2.20408, -3.21933, -0.94647]], "atomic_forces_ev_per_a": [[0.066, 0.397, -0.129], [0.264, 0.042, 0.278], [-0.363, -0.628, 0.157], [0.283, 0.759, -0.172], [-0.226, -0.081, 0.554], [0.247, 0.099, -0.111], [-0.006, -0.198, 0.480], [-0.021, 0.079, -0.298], [-0.190, 0.034, 0.141], [0.040, -0.075, -0.149], [-0.304, 0.526, -0.369], [0.215, -0.685, 0.160], [0.098, -0.211, 0.006], [0.127, 0.290, -0.084], [-0.245, 0.090, 0.049], [0.015, -0.213, -0.110], [0.159, -0.241, -0.134], [-0.023, 0.011, -0.061], [-0.115, -0.150, -0.291], [0.103, 0.224, -0.113], [0.037, -0.028, -0.059], [0.042, 0.070, -0.061], [-0.236, -0.135, 0.134], [0.234, -0.004, -0.008], [0.349, 0.457, 0.040], [-0.236, -0.185, 0.267], [-0.152, -0.226, -0.268], [-0.377, 0.432, 0.288], [0.067, -0.340, -0.228], [0.172, -0.195, 0.072], [0.056, 0.415, 0.385], [-0.231, -0.174, -0.182], [0.151, -0.154, -0.184]], "nbo_charge": [-0.83, -0.22, -0.43, -0.40, -0.40, -0.55, 0.47, -0.56, 0.35, 0.36, 0.17, 0.18, 0.21, 0.21, 0.21, 0.21, 0.21, 0.20, 0.26, 0.24, 0.11, -0.98, 0.50, 0.49, -0.94, 0.47, 0.48, -0.97, 0.50, 0.48, -1.01, 0.51, 0.48], "relative_energy_kj_mol": 189.78, "energy_ev": -18290.079, "largest_force_ev_per_a": 0.83, "homo_lumo_gap_ev": 10.21, "smiles": "NCCCCCC=O.O.O.O.O", "charge": 0}

Among the records above, which one has the highest charge?
C6H21N3O3PS2

Look up the charge of the second one.
0